Record 1
Molecular formula: C28H62N2O32S8
Method: DFT, ωB97M-V with the def2-TZVPD basis set

Computed properties:
SMILES string	O=S1(=O)OCCO1.O=S1(=O)OCCO1.O=S1(=O)OCCO1.O=S1(=O)OCCO1.O=S1(=O)OCCO1.O=S1(=O)OCCO1.O=S1(=O)OCCO1.O=S1(=O)OCCO1.CCN(CC)CC.CCN(CC)CC
electronic energy	-185210.144	eV
energy above the lowest of the compared OMol25 structures with the same formula, charge and spin	4.596	eV

```
132
Properties=species:S:1:pos:R:3:mulliken_charge:R:1
O 3.254 42.587 7.691 -0.579
S 1.780 42.670 8.023 0.906
O 0.795 41.954 7.170 -0.309
O 1.538 42.276 9.596 -0.257
C 0.662 43.161 10.214 -0.174
C 0.842 44.515 9.458 -0.398
O 1.321 44.232 8.205 -0.317
H -0.364 42.840 10.037 0.141
H 0.856 43.194 11.286 0.366
H 1.511 45.196 9.985 0.270
H -0.101 45.053 9.364 0.286
O -5.632 34.930 -0.399 -0.581
S -6.022 36.220 0.150 1.144
O -7.459 36.604 0.254 -0.532
O -5.253 36.416 1.609 -0.196
C -3.904 36.716 1.413 0.200
C -3.871 37.569 0.105 -0.279
O -5.156 37.438 -0.470 -0.439
H -3.582 37.258 2.303 -0.219
H -3.433 35.733 1.381 0.374
H -3.142 37.102 -0.558 0.305
H -3.655 38.636 0.152 0.258
O 4.323 38.589 5.705 -0.646
S 3.107 38.168 6.498 0.886
O 1.968 37.628 5.770 -0.304
O 3.561 37.101 7.708 -0.311
C 4.121 37.772 8.821 -0.396
C 3.336 39.152 8.852 -0.400
O 2.758 39.395 7.544 -0.008
H 4.144 37.159 9.722 0.357
H 5.163 37.993 8.589 0.291
H 3.898 40.010 9.221 0.355
H 2.465 39.065 9.502 0.223
O -0.956 36.856 12.579 -0.466
S -1.701 38.090 12.874 1.055
O -1.431 38.869 14.113 -0.563
O -1.610 39.052 11.615 -0.139
C -2.777 39.793 11.465 -0.271
C -3.824 38.705 11.618 0.210
O -3.402 37.848 12.631 -0.421
H -2.962 40.565 12.212 0.229
H -2.949 40.172 10.457 0.132
H -4.059 38.170 10.698 -0.165
H -4.798 39.144 11.833 0.359
O -5.349 43.144 5.363 -0.522
S -4.130 43.108 6.147 1.072
O -4.109 42.294 7.396 -0.440
O -2.807 42.710 5.273 -0.272
C -2.044 43.826 4.750 -0.159
C -2.657 45.144 5.350 -0.223
O -3.597 44.686 6.336 -0.402
H -0.996 43.661 4.997 0.125
H -2.085 43.677 3.671 0.280
H -3.120 45.824 4.635 0.268
H -1.935 45.767 5.878 0.248
O 0.154 33.166 10.899 -0.561
S 0.253 33.482 9.486 1.109
O 1.008 32.565 8.613 -0.584
O -1.231 33.703 8.921 -0.422
C -1.232 34.820 7.957 0.514
C -0.179 35.739 8.405 0.872
O 0.668 35.029 9.286 -0.302
H -0.983 34.428 6.971 0.288
H -2.239 35.229 8.041 -0.366
H -0.585 36.584 8.961 -0.545
H 0.500 36.073 7.621 -0.249
O -0.442 37.409 -1.184 -0.549
S -0.063 37.270 0.229 0.997
O -1.029 36.973 1.323 -0.308
O 1.367 36.415 0.412 -0.417
C 2.029 36.798 1.623 -0.175
C 1.742 38.296 1.681 0.034
O 0.746 38.602 0.697 -0.398
H 1.586 36.290 2.480 0.168
H 3.101 36.648 1.499 0.330
H 2.650 38.867 1.487 0.316
H 1.250 38.558 2.618 -0.006
O -5.033 35.752 4.299 -0.354
S -4.668 34.631 5.191 1.239
O -3.253 34.239 5.300 -0.612
O -5.354 34.570 6.717 -0.346
C -6.007 33.409 7.020 -0.340
C -5.588 32.373 5.987 -0.417
O -5.473 33.203 4.823 -0.418
H -5.892 33.191 8.082 0.359
H -7.058 33.646 6.859 0.253
H -6.327 31.579 5.881 0.330
H -4.627 31.903 6.194 0.292
C -4.152 37.413 7.851 -0.430
C -3.374 38.770 7.584 0.697
N -2.108 38.550 6.885 1.565
C -1.149 39.683 7.162 -0.594
C -0.481 39.571 8.558 1.524
C -2.239 38.139 5.518 0.268
C -1.001 37.458 5.033 -0.875
H -5.197 37.708 7.948 0.363
H -3.778 36.932 8.755 0.238
H -4.101 36.672 7.054 -0.655
H -3.898 39.413 6.877 0.218
H -3.195 39.250 8.546 -0.780
H -0.370 39.674 6.400 0.414
H -1.677 40.608 6.931 0.077
H -0.973 40.233 9.270 -0.257
H -0.572 38.557 8.946 -0.472
H 0.583 39.808 8.552 -0.983
H -2.328 39.026 4.892 0.037
H -3.105 37.485 5.413 -0.403
H -0.147 38.102 4.821 0.076
H -1.207 37.005 4.063 0.493
H -0.658 36.567 5.558 -0.238
C -8.174 37.512 6.445 -0.923
C -8.833 38.281 5.333 -0.582
N -7.948 39.268 4.680 0.179
C -8.825 40.211 3.932 -0.590
C -9.618 39.545 2.756 -1.045
C -6.820 38.682 3.961 0.224
C -5.814 39.752 3.368 -0.793
H -7.187 37.096 6.243 -0.097
H -8.788 36.662 6.745 0.421
H -7.995 38.082 7.357 0.339
H -9.176 37.641 4.520 0.400
H -9.741 38.721 5.744 0.439
H -9.586 40.640 4.584 0.503
H -8.271 41.017 3.450 0.250
H -10.304 38.832 3.214 0.277
H -10.256 40.321 2.332 0.437
H -9.017 39.062 1.985 0.242
H -7.217 38.188 3.074 0.162
H -6.194 37.942 4.459 -0.246
H -5.158 39.204 2.692 -0.058
H -5.144 40.109 4.151 0.056
H -6.247 40.592 2.826 0.435
```


Record 2
Molecular formula: C6H8
Method: DFT, ωB97M-V with the def2-TZVPD basis set

Computed properties:
SMILES string	C=CC=C.C#C
electronic energy	-6347.898	eV
energy above the lowest of the compared OMol25 structures with the same formula, charge and spin	2.886	eV

```
14
Properties=species:S:1:pos:R:3:mulliken_charge:R:1
C -1.903 0.408 0.211 -0.621
C -1.066 -0.163 -0.653 -0.273
C 0.103 0.526 -1.221 0.058
C 0.941 1.284 -0.515 -1.036
H -1.733 1.426 0.552 0.275
H -2.787 -0.103 0.579 0.268
H -1.257 -1.178 -1.005 0.392
H 0.263 0.383 -2.289 0.297
H 0.812 1.407 0.558 0.337
H 1.792 1.779 -0.974 0.271
C 1.734 -1.158 1.079 -0.487
C 0.694 -1.721 1.291 -0.282
H 2.660 -0.660 0.895 0.391
H -0.222 -2.230 1.481 0.410
```